No. 1
A cluster of 8 separate species, C44H105N7O8 in total at a distorted geometry. Source: the Open Molecules 2025 dataset; level of theory: ωB97M-V/def2-TZVPD.

```
164
Properties=species:S:1:pos:R:3
C 2.338 2.689 0.262
C 3.716 2.638 0.931
C 4.174 4.103 1.103
C 3.561 1.975 2.294
C 4.899 1.588 2.928
C 5.771 0.786 1.985
C 5.906 1.347 0.560
C 7.037 2.381 0.495
C 6.272 0.186 -0.365
N 4.621 1.857 0.096
O 4.642 2.319 -1.233
H 1.912 1.682 0.184
H 1.634 3.321 0.805
H 2.426 3.077 -0.751
H 3.529 4.606 1.830
H 5.196 4.173 1.470
H 4.096 4.684 0.183
H 3.081 2.686 2.969
H 2.912 1.105 2.170
H 5.376 2.527 3.222
H 4.676 1.037 3.845
H 5.511 -0.269 1.945
H 6.786 0.813 2.398
H 7.005 3.158 1.260
H 7.042 2.881 -0.475
H 8.007 1.892 0.626
H 7.275 -0.203 -0.182
H 6.237 0.526 -1.401
H 5.547 -0.624 -0.256
H 4.087 1.676 -1.694
C 1.085 -3.708 -0.822
C 1.980 -3.825 0.413
C 2.009 -5.292 0.873
C 3.353 -3.326 -0.016
C 4.336 -3.155 1.118
C 3.735 -2.191 2.145
C 2.347 -2.571 2.642
C 2.382 -3.681 3.693
C 1.681 -1.335 3.240
N 1.521 -2.923 1.467
O 0.167 -3.072 1.791
H 1.057 -2.667 -1.156
H 1.321 -4.404 -1.620
H 0.050 -3.875 -0.498
H 1.181 -5.493 1.564
H 1.817 -5.987 0.054
H 2.917 -5.570 1.404
H 3.759 -3.990 -0.787
H 3.261 -2.336 -0.474
H 4.559 -4.110 1.613
H 5.318 -2.777 0.830
H 3.589 -1.223 1.655
H 4.435 -2.093 2.977
H 2.761 -3.273 4.639
H 3.073 -4.485 3.444
H 1.385 -4.018 3.986
H 2.250 -0.949 4.088
H 0.654 -1.515 3.553
H 1.621 -0.554 2.478
H 0.030 -3.940 2.208
C -1.645 2.626 -5.481
C -1.278 3.951 -4.806
C -0.023 4.505 -5.475
C -2.409 4.951 -5.101
C -3.593 4.879 -4.147
C -3.146 4.837 -2.694
C -2.096 3.762 -2.389
C -1.526 4.071 -0.989
C -2.774 2.395 -2.350
N -1.021 3.881 -3.370
O -0.009 2.937 -3.106
H -1.569 2.729 -6.563
H -1.036 1.775 -5.160
H -2.658 2.306 -5.224
H -0.230 4.798 -6.508
H 0.428 5.318 -4.911
H 0.739 3.725 -5.583
H -2.054 5.979 -5.194
H -2.807 4.709 -6.092
H -4.196 5.791 -4.224
H -4.293 4.075 -4.388
H -4.008 4.656 -2.044
H -2.748 5.806 -2.378
H -1.432 3.171 -0.374
H -2.201 4.742 -0.454
H -0.543 4.533 -1.063
H -3.534 2.293 -1.569
H -2.076 1.580 -2.124
H -3.272 2.095 -3.274
H -0.394 2.044 -3.164
C 3.916 -1.091 -3.077
O 3.423 0.226 -2.979
C 2.049 0.374 -2.618
C 1.054 -0.370 -3.489
C 1.166 -0.071 -4.975
N -0.303 -0.050 -2.999
H 4.544 -1.152 -3.968
H 3.157 -1.868 -3.156
H 4.548 -1.304 -2.210
H 1.919 -0.059 -1.609
H 1.835 1.439 -2.541
H 1.211 -1.447 -3.337
H 0.340 -0.453 -5.575
H 2.086 -0.527 -5.350
H 1.233 1.009 -5.130
H -0.965 -0.647 -3.480
H -0.408 -0.335 -2.023
C -2.401 -1.157 4.703
O -3.480 -0.944 5.591
C -4.477 -1.951 5.536
C -3.975 -3.356 5.808
C -5.129 -4.346 5.686
N -3.435 -3.396 7.180
H -1.709 -1.895 5.121
H -1.858 -0.212 4.654
H -2.754 -1.401 3.697
H -5.212 -1.697 6.305
H -5.007 -1.890 4.574
H -3.218 -3.580 5.046
H -6.034 -3.948 6.145
H -4.884 -5.277 6.198
H -5.294 -4.602 4.638
H -2.925 -2.530 7.339
H -2.742 -4.136 7.224
C -2.717 -1.759 -4.746
O -3.208 -2.126 -3.474
C -2.830 -3.414 -3.076
C -3.398 -3.668 -1.681
C -3.054 -5.061 -1.178
N -4.864 -3.500 -1.620
H -1.655 -2.026 -4.798
H -2.785 -0.668 -4.769
H -3.284 -2.141 -5.598
H -3.151 -4.215 -3.760
H -1.730 -3.477 -3.011
H -2.936 -2.926 -1.022
H -3.633 -5.256 -0.273
H -2.002 -5.163 -0.911
H -3.338 -5.841 -1.890
H -5.091 -2.615 -2.065
H -5.264 -4.200 -2.243
C -1.353 2.447 2.958
O -2.586 1.876 2.583
C -3.690 2.624 3.056
C -4.919 2.215 2.270
C -5.333 0.783 2.597
N -4.670 2.348 0.817
H -1.114 3.300 2.311
H -0.574 1.703 2.789
H -1.324 2.723 4.016
H -3.785 2.445 4.136
H -3.509 3.702 2.923
H -5.697 2.948 2.494
H -5.119 0.550 3.644
H -4.740 0.089 2.000
H -6.388 0.617 2.389
H -3.689 2.140 0.654
H -4.826 3.309 0.537
C -1.083 -0.072 0.730
O -0.689 -1.024 -0.270
H -1.917 0.487 0.312
H -1.422 -0.594 1.625
H -0.239 0.589 0.932
H -0.170 -1.701 0.180
```

The total charge is 0. Its SMILES is CC1(C)CCCC(C)(C)N1O.CC1(C)CCCC(C)(C)N1O.CC1(C)CCCC(C)(C)N1O.COC[C@H](C)N.COC[C@H](C)N.COC[C@H](C)N.COC[C@H](C)N.CO. The calculation puts the HOMO energy at -7.885 eV. The energy relative to the best compared isomer or geometry (same formula, charge and spin) is 0.0 kcal per mole. As for the LUMO energy: 0.210 eV. The calculation puts the max |F| at 1.73 eV/Å.

=====

No. 2
A structure of composition C44H109F9N8O15Ti2 at a distorted geometry. Source: the Open Molecules 2025 dataset; level of theory: ωB97M-V/def2-TZVPD.

```
187
Properties=species:S:1:pos:R:3
Ti 13.969 -0.803 3.418
Ti 12.540 1.744 4.931
O 13.926 -0.838 7.311
H 13.448 -1.479 6.780
H 13.263 -0.229 7.644
H 14.618 -0.405 6.805
C 16.102 0.976 5.637
O 16.368 -0.062 6.552
O 14.764 0.690 5.210
C 16.599 2.451 6.031
F 17.759 2.601 6.635
F 16.757 3.352 4.927
F 15.793 3.050 6.894
C 17.718 -0.536 6.855
C 17.597 -1.789 7.726
H 18.439 -1.736 8.417
H 16.778 -1.846 8.444
H 17.611 -2.743 7.200
H 18.328 0.286 7.229
H 18.180 -0.760 5.893
H 16.750 0.760 4.788
C 13.955 -3.478 5.050
O 14.780 -2.720 4.198
O 12.902 -2.610 5.243
C 13.725 -4.993 4.717
F 12.858 -5.680 5.494
F 13.227 -5.088 3.478
F 14.882 -5.713 4.628
C 16.202 -3.006 4.117
C 16.735 -2.045 3.063
H 17.809 -1.862 3.088
H 16.458 -2.546 2.136
H 16.265 -1.074 2.900
H 16.506 -4.048 4.022
H 16.694 -2.629 5.013
H 14.495 -3.356 5.989
C 12.189 1.821 8.343
O 13.113 1.019 9.126
O 11.903 1.106 7.187
C 11.076 2.597 9.201
F 10.854 3.706 8.414
F 9.918 1.902 9.424
F 11.560 3.025 10.390
C 14.451 1.412 9.416
C 15.039 0.246 10.247
H 16.040 0.554 10.549
H 14.320 -0.077 11.001
H 15.198 -0.649 9.646
H 14.543 2.396 9.875
H 15.132 1.438 8.566
H 12.767 2.703 8.067
C 18.239 -1.995 11.984
C 17.815 -2.194 13.435
C 17.547 -0.801 14.072
O 18.706 -0.089 14.355
C 18.422 1.159 14.961
N 16.611 -2.968 13.517
H 18.607 -2.957 11.627
H 19.074 -1.323 11.785
H 17.393 -1.744 11.344
H 18.615 -2.647 14.021
H 16.977 -0.920 14.994
H 16.941 -0.134 13.460
H 19.330 1.688 15.248
H 17.792 0.946 15.824
H 17.760 1.813 14.394
H 16.546 -3.485 14.382
H 15.796 -2.403 13.327
C 13.913 -5.140 9.044
C 15.047 -4.696 9.966
C 16.425 -4.871 9.324
O 16.592 -6.253 9.577
C 17.657 -6.829 8.807
N 14.748 -3.395 10.379
H 13.908 -6.228 8.981
H 13.924 -4.808 8.006
H 12.972 -4.865 9.521
H 15.162 -5.293 10.871
H 17.202 -4.267 9.792
H 16.436 -4.480 8.306
H 17.472 -6.959 7.741
H 17.790 -7.854 9.151
H 18.648 -6.384 8.902
H 13.872 -3.563 10.852
H 15.374 -3.174 11.140
C 22.582 -2.227 4.234
C 21.311 -1.410 4.103
C 21.104 -0.976 2.709
O 19.901 -0.158 2.530
C 19.926 1.134 3.141
N 20.232 -2.246 4.551
H 22.564 -2.626 5.248
H 23.543 -1.714 4.200
H 22.605 -3.153 3.658
H 21.455 -0.566 4.777
H 20.928 -1.873 2.116
H 21.896 -0.391 2.240
H 19.333 0.966 4.040
H 19.560 1.940 2.504
H 20.938 1.424 3.425
H 20.211 -3.086 3.991
H 19.383 -1.744 4.331
C 14.555 8.863 3.661
C 16.074 8.917 3.802
C 16.576 7.804 4.759
O 15.913 7.710 5.997
C 16.291 6.498 6.642
N 16.597 8.730 2.416
H 14.226 9.642 2.973
H 14.191 9.055 4.670
H 14.262 7.877 3.299
H 16.472 9.854 4.192
H 17.637 7.938 4.973
H 16.421 6.899 4.171
H 15.924 5.651 6.064
H 15.910 6.356 7.654
H 17.366 6.407 6.804
H 15.940 9.229 1.834
H 16.527 7.762 2.136
C 17.979 2.926 11.363
C 18.012 3.065 9.858
C 18.175 4.539 9.319
O 17.270 5.298 9.994
C 17.595 6.695 10.023
N 19.117 2.292 9.348
H 17.519 1.983 11.662
H 17.312 3.602 11.898
H 18.915 3.274 11.798
H 17.106 2.600 9.472
H 17.875 4.604 8.273
H 19.169 4.975 9.418
H 18.485 7.011 10.568
H 16.787 7.175 10.575
H 17.621 7.077 9.003
H 19.453 1.493 9.867
H 18.891 2.052 8.394
C 23.145 -0.193 9.236
C 21.736 -0.797 9.484
C 21.890 -2.189 10.136
O 22.340 -3.230 9.224
C 21.456 -3.608 8.228
N 21.037 0.103 10.401
H 23.757 0.005 10.116
H 23.176 0.735 8.664
H 23.694 -0.942 8.667
H 21.145 -0.895 8.574
H 20.958 -2.488 10.615
H 22.561 -2.010 10.977
H 21.078 -2.709 7.741
H 20.578 -4.180 8.530
H 22.028 -4.265 7.572
H 21.468 0.100 11.314
H 21.137 1.040 10.037
C 14.341 4.378 0.820
C 15.185 3.651 1.916
C 16.446 3.053 1.332
O 16.054 1.818 0.796
C 16.998 1.132 -0.079
N 15.347 4.727 2.883
H 13.343 4.751 1.052
H 14.132 3.729 -0.031
H 14.923 5.130 0.287
H 14.589 2.807 2.263
H 17.023 2.885 2.241
H 17.091 3.731 0.773
H 17.396 1.636 -0.960
H 16.420 0.262 -0.388
H 17.876 0.664 0.367
H 16.236 4.530 3.320
H 15.494 5.572 2.349
C 20.862 6.122 1.649
C 19.556 5.477 2.104
C 19.594 5.065 3.584
O 20.493 4.048 3.815
C 20.619 3.746 5.156
N 18.436 6.328 2.064
H 21.727 5.458 1.655
H 21.076 7.021 2.227
H 20.829 6.624 0.682
H 19.322 4.643 1.442
H 18.645 4.671 3.948
H 19.835 5.989 4.109
H 21.037 4.608 5.675
H 21.268 2.877 5.263
H 19.646 3.583 5.620
H 18.425 6.918 1.245
H 18.507 6.860 2.920
```

Its expectation value of S² is 12.00. The spin multiplicity is 7. The total charge is 0. The calculation puts the HOMO energy (spin up / spin down) at -5.481 / -8.882 eV. As for the LUMO energy (spin up / spin down): -0.294 / -0.645 eV. The calculation puts the max |F| at 4.71 eV/Å.